Below is a molecular structure, C33H24F3FeN5O6S3, with properties calculated with ωB97M-V/def2-TZVPD.

```
75
Properties=species:S:1:pos:R:3:forces:R:3:mulliken_charge:R:1
Fe -0.77091 -0.46197 -0.37741 -0.0236 -0.0316 -0.1437 -0.38
C 3.10977 1.58998 -0.43911 -0.0033 -0.0257 0.0107 -1.87
C 1.96962 0.62335 -0.67909 -0.1108 0.0758 0.2484 1.25
N 0.86720 0.71213 0.00690 -0.0601 -0.0449 -0.1000 0.99
N 0.82604 1.87613 0.79206 0.0951 0.0989 -0.2707 -1.36
C 0.33842 1.93315 1.97422 -0.0696 -0.0800 0.2533 0.32
S -0.34007 0.83439 3.10329 0.0239 0.5378 0.1353 -0.35
S 0.47124 3.64678 2.59841 0.0612 0.0621 -0.1487 -0.20
C 1.62512 3.34739 3.96766 -0.0303 0.0173 0.1031 -1.44
C 2.96538 2.82685 3.53078 0.0113 0.0251 -0.0443 0.56
C 3.23757 1.46067 3.53235 -0.0182 0.0228 0.0188 -0.04
C 4.47123 0.98417 3.10994 0.0112 0.0056 -0.0243 -0.65
C 5.45574 1.86559 2.68580 -0.0162 -0.0212 -0.0090 -0.47
C 5.19200 3.22904 2.67511 -0.0083 0.0099 -0.0132 -0.54
C 3.95550 3.70103 3.08870 0.0136 -0.0007 -0.0075 -0.22
C 2.18674 -0.39477 -1.71809 0.0469 -0.0599 -0.0205 0.49
C 3.26023 -0.21169 -2.60902 0.0225 0.0266 -0.0112 -1.29
C 3.60110 -1.12339 -3.58390 0.0186 0.0007 -0.0211 -0.95
C 2.86318 -2.30977 -3.67641 -0.0227 0.0046 0.0266 -0.44
C 1.81111 -2.53302 -2.82875 -0.0131 -0.0110 -0.0112 -0.88
C 1.40258 -1.58356 -1.84429 -0.0066 -0.0360 -0.0126 1.08
O 0.37734 -1.86271 -1.13157 -0.0502 0.1096 0.0591 -0.42
H 2.96036 2.16278 0.46738 0.0015 -0.0113 0.0265 0.17
H 4.05040 1.04176 -0.37797 -0.0070 0.0102 -0.0056 0.55
H 3.18889 2.29381 -1.27231 -0.0233 0.0187 0.0221 0.40
H 1.74010 4.32507 4.44123 -0.0069 -0.0123 0.0123 0.52
H 1.15556 2.66940 4.68078 -0.0180 -0.0289 -0.0462 0.41
H 2.45850 0.77688 3.84727 -0.0207 -0.0107 -0.0014 0.41
H 4.65788 -0.08300 3.09982 0.0028 -0.0002 0.0089 0.38
H 6.41652 1.49247 2.35238 -0.0010 -0.0009 -0.0018 0.38
H 5.94849 3.92577 2.33355 0.0012 0.0008 0.0003 0.35
H 3.74316 4.76406 3.05681 -0.0025 0.0012 0.0048 0.35
H 3.85021 0.69278 -2.53886 -0.0177 -0.0298 -0.0060 0.34
H 4.42594 -0.92385 -4.25630 0.0019 -0.0015 0.0006 0.37
H 3.11717 -3.05299 -4.42498 0.0022 -0.0035 -0.0028 0.37
H 1.21614 -3.43636 -2.88800 0.0047 -0.0035 -0.0069 0.45
O -5.73369 -5.15082 -0.69450 0.0183 -0.0326 0.0039 -0.75
C -5.41067 -4.39959 -1.63427 -0.0568 0.0582 0.0397 0.39
O -5.84018 -4.34292 -2.80299 0.0168 -0.0220 -0.0353 -0.75
C -4.30081 -3.36885 -1.29668 0.0119 -0.0416 0.0235 -0.77
C -3.85623 -2.47549 -2.26389 0.0247 0.0439 -0.0036 -0.91
C -2.84285 -1.58846 -1.94207 -0.0618 -0.0995 0.0756 0.76
N -2.29042 -1.59644 -0.73232 0.1519 0.0672 -0.0478 1.13
C -2.69149 -2.43998 0.21367 -0.0568 -0.0231 -0.0116 0.62
C -3.71450 -3.34303 -0.03730 0.0093 0.0173 -0.0073 -0.94
C -1.86748 -2.34055 1.44591 -0.0194 0.0453 -0.0260 0.34
C -2.10119 -3.06552 2.59704 0.0392 -0.0358 -0.0131 -0.94
C -1.12570 -3.01220 3.59798 -0.0517 -0.0416 0.0795 -0.53
C -0.01194 -2.23108 3.44220 -0.0180 0.2117 0.0206 -0.72
C 0.08531 -1.39168 2.30257 0.3237 -1.5062 -0.3895 -0.64
N -0.79599 -1.54576 1.30163 -0.1190 0.3588 0.0099 0.95
C -2.25625 -0.55652 -2.82450 0.0712 0.1329 -0.0577 0.13
C -2.72939 -0.27914 -4.09907 -0.0109 -0.0513 0.0253 -0.66
C -2.14400 0.74128 -4.82506 0.0612 0.0566 0.0052 -0.74
C -1.10670 1.46839 -4.26224 -0.0499 -0.0454 -0.0218 -0.87
C -0.69207 1.13791 -2.98458 0.0002 -0.0307 -0.0060 -0.36
N -1.23839 0.14692 -2.28874 0.0060 -0.0244 0.1134 0.65
H -4.32374 -2.52061 -3.23767 0.0046 0.0128 -0.0042 0.68
H -4.06073 -4.05441 0.69942 -0.0088 0.0007 -0.0042 0.61
H -2.96524 -3.70758 2.68230 -0.0119 0.0099 -0.0089 0.45
H -1.23110 -3.63121 4.48206 -0.0147 0.0068 0.0065 0.40
H 0.76745 -2.20380 4.19197 0.0109 0.0001 -0.0029 0.41
H 1.06063 -1.05806 1.98404 -0.0499 0.4111 0.1435 0.46
H -3.55539 -0.84835 -4.50049 -0.0037 -0.0005 0.0084 0.48
H -2.50655 0.97748 -5.81786 0.0039 0.0004 -0.0021 0.41
H -0.63551 2.28672 -4.78790 -0.0009 0.0041 -0.0019 0.43
H 0.09473 1.68519 -2.48201 -0.0031 0.0094 0.0067 0.45
F -4.21160 1.81071 2.10615 -0.0392 -0.1522 0.0987 -0.23
C -3.79167 2.65477 1.16331 0.0290 -0.0390 -0.0270 0.55
F -2.88316 3.46292 1.70792 0.1595 0.1042 0.0355 -0.22
F -4.84245 3.41458 0.80966 -0.1462 0.0755 -0.1000 -0.24
S -3.12014 1.76412 -0.29955 0.0147 0.0184 -0.0239 1.43
O -2.76788 2.82389 -1.21366 0.0107 0.0125 -0.0053 -0.77
O -4.19294 0.89331 -0.71104 0.0016 0.0272 -0.0024 -0.76
O -1.97553 1.08550 0.31221 -0.0354 -0.1532 0.0851 -0.59
```
Positions in Å, forces in eV/Å.

Its charge is -2. The calculation puts the HOMO-LUMO gap at 6.283 eV. As for the HOMO energy: -2.2 eV.


Below is 3 unconnected molecules or ions with the total composition C33H25BN3O6P, with properties calculated with ωB97M-V/def2-TZVPD.

```
69
Properties=species:S:1:pos:R:3:forces:R:3:mulliken_charge:R:1
C 1.36305 -1.58760 1.83554 0.1521 0.5017 -0.0113 -0.76
O 0.77493 -0.28494 1.58604 -0.4118 -0.3588 0.0983 -0.49
B -0.52857 -0.21068 2.04115 0.7376 0.1114 -0.0501 0.98
O -0.79101 -0.03311 3.36904 -0.3888 0.4600 -0.4915 -0.62
C -1.68678 -0.36033 0.95203 -0.2394 0.1495 0.2893 0.77
C -1.63694 0.69942 -0.05775 -0.0922 -0.4043 -0.2506 -0.32
N -1.66449 1.42481 -0.94857 -0.0078 0.1249 0.2342 -0.63
C -3.13046 -0.46343 1.48639 -0.6965 0.3999 -0.2312 0.18
C -3.53554 0.65207 2.34455 0.6609 -0.1335 0.2806 -0.22
N -3.69155 1.50409 3.09856 -0.3327 0.0095 -0.1403 -0.48
P -3.42826 -2.10990 2.27263 0.6436 -1.0104 -0.4429 0.15
N -2.59252 -3.22800 1.54857 -0.1349 0.4325 0.4913 -0.62
H 2.43965 -1.44873 1.88206 0.0192 -0.0511 -0.0983 0.23
H 1.09697 -2.26191 1.02187 0.0269 -0.0958 0.0518 0.20
H 1.02791 -1.97853 2.79807 -0.0248 -0.0942 -0.0402 0.35
H -0.14406 0.58955 3.73214 0.1043 -0.4654 0.3394 0.31
H -1.47258 -1.29638 0.42237 -0.0656 -0.0666 0.0630 0.01
H -3.80869 -0.43900 0.62475 0.0291 -0.1968 -0.0059 0.73
H -4.81497 -2.27452 2.10328 -0.0331 0.3614 0.2418 0.12
H -3.18815 -1.97336 3.65223 -0.2947 0.3314 -0.0342 0.11
H -1.97665 -3.69395 2.20686 0.0735 -0.1615 -0.2600 0.22
C -0.87659 -8.19967 -4.01327 0.0183 0.0246 0.0267 -0.49
C 0.00324 -7.85519 -2.99248 -0.0315 0.0088 -0.0225 -0.51
C -0.00936 -6.57463 -2.46666 0.0507 -0.1193 0.0148 -0.50
C -0.89617 -5.62879 -2.96561 -0.0628 0.0119 -0.0576 0.13
C -1.76658 -5.96923 -4.00375 0.0451 0.0653 0.0599 0.12
C -1.75864 -7.25966 -4.51831 0.0402 -0.1204 -0.0155 -0.57
C -2.69961 -4.96250 -4.58694 -0.1268 -0.0384 -0.1333 0.55
O -3.45877 -5.26149 -5.48460 0.0269 0.0024 0.0241 -0.67
C -2.66647 -3.57823 -4.03814 0.0475 0.0069 0.0306 0.35
C -3.48689 -2.60319 -4.59659 -0.0441 0.1175 0.0055 -0.57
C -3.47719 -1.31432 -4.08781 0.0303 -0.1352 0.0541 -0.75
C -2.65405 -0.99769 -3.01110 -0.0755 0.0595 -0.0714 -0.44
C -1.83114 -1.96379 -2.46159 -0.0433 0.1762 0.0445 -0.26
C -1.82608 -3.25252 -2.97276 -0.0206 -0.1057 -0.0472 -0.05
C -0.90669 -4.26092 -2.37620 0.1012 0.0449 0.1608 0.59
O -0.18377 -3.97393 -1.44399 0.0059 0.0057 -0.0400 -0.68
H -0.86995 -9.20340 -4.41753 0.0023 -0.0005 -0.0003 0.40
H 0.69856 -8.58905 -2.60653 -0.0060 -0.0047 0.0031 0.40
H 0.66761 -6.30061 -1.66938 -0.0433 0.0811 0.0107 0.46
H -2.44225 -7.51862 -5.31502 -0.0259 0.0885 -0.0083 0.47
H -4.12735 -2.86075 -5.42893 0.0248 -0.0945 0.0074 0.49
H -4.11283 -0.55593 -4.52561 0.0023 0.0011 0.0007 0.42
H -2.64383 0.00354 -2.60258 -0.0070 0.0017 -0.0836 0.45
H -1.17854 -1.72207 -1.63529 0.0920 -0.0718 -0.0443 0.59
C 5.58001 6.96419 4.22088 -0.0169 0.0160 -0.0293 -0.49
C 5.28673 8.03334 3.38073 -0.0103 -0.0403 0.0131 -0.47
C 4.35502 7.88604 2.36731 0.0768 0.0913 0.0581 -0.55
C 3.71833 6.66520 2.18261 0.0020 -0.0885 0.0285 0.20
C 4.02667 5.58665 3.01398 -0.0283 0.0378 -0.0678 0.11
C 4.95237 5.74385 4.03818 0.0903 0.0611 0.0677 -0.54
C 3.38692 4.25600 2.81099 0.0241 -0.1425 0.1142 0.57
O 3.64837 3.32079 3.54047 -0.0123 0.0300 -0.0131 -0.67
C 2.42296 4.10759 1.68680 0.0145 0.0824 -0.0182 0.31
C 1.85405 2.86324 1.44459 -0.0856 -0.1195 -0.0397 -0.82
C 0.94271 2.70460 0.41488 0.1536 0.3917 0.0448 -0.54
C 0.58922 3.79391 -0.37563 0.0326 0.0352 0.0200 -0.79
C 1.15928 5.03505 -0.14554 -0.0768 -0.0798 -0.0628 -0.68
C 2.08265 5.19617 0.88103 0.0404 -0.0355 0.0560 0.22
C 2.70489 6.53179 1.09680 -0.0585 0.1403 -0.1125 0.66
O 2.40108 7.48410 0.40928 0.0202 -0.0289 0.0174 -0.66
H 6.30299 7.08407 5.01710 0.0018 0.0014 -0.0013 0.39
H 5.78582 8.98344 3.51931 -0.0042 0.0019 0.0067 0.40
H 4.11737 8.71389 1.71360 -0.0708 -0.0489 -0.0383 0.47
H 5.17803 4.90672 4.68425 -0.0498 -0.0563 -0.0532 0.47
H 2.13079 2.01930 2.06129 0.0603 0.0301 0.0342 0.63
H 0.50422 1.74595 0.21770 0.1224 -0.1493 -0.0309 0.69
H -0.13138 3.66676 -1.17241 -0.0171 -0.0313 0.0139 0.46
H 0.89297 5.88447 -0.75933 0.0655 0.0518 0.0404 0.48
```
Positions in Å, forces in eV/Å.

The calculation puts the HOMO-LUMO gap at 8.675 eV. As for the HOMO energy: -9.7 eV.


Below is a molecular structure, C33H25BrCuF5N4O2SSe, with properties calculated with ωB97M-V/def2-TZVPD.

```
73
Properties=species:S:1:pos:R:3:forces:R:3:mulliken_spin:R:1
Cu -1.97505 -1.25821 -0.29385 -0.0538 -0.0696 0.1717 0.07
O 0.98696 3.46003 -0.20488 -0.0239 -0.0180 -0.0781 0.00
C 0.11672 3.53388 -1.25168 0.0687 0.0339 0.0359 0.00
C 0.29061 4.56048 -2.17141 0.0200 0.0058 0.0104 0.00
C -0.57695 4.68096 -3.24505 -0.0226 -0.0182 -0.0030 0.00
C -1.63096 3.78983 -3.39536 0.0133 0.0321 -0.0086 0.00
C -1.79057 2.76155 -2.47691 -0.0050 0.0273 0.0531 0.00
C -0.91604 2.60373 -1.41008 -0.0034 -0.0362 -0.0485 0.00
C -1.02670 1.40628 -0.46993 -0.0817 0.0544 0.0735 -0.04
O -2.06185 0.58327 -0.77078 0.0636 -0.0399 -0.1724 -0.01
N -1.11319 1.97774 0.90111 0.0520 -0.0518 0.0256 0.00
N -0.98169 1.02563 1.86694 -0.0652 0.0373 0.0086 0.00
C -1.51256 1.25015 2.99652 0.0279 -0.0610 0.0045 0.00
C -1.36669 0.29434 4.10107 0.0218 0.0169 -0.0219 0.00
Br -1.45493 -1.52999 3.60570 0.0507 -0.0679 0.0124 0.00
C -1.23357 0.62122 5.38578 -0.0778 0.0057 0.0375 0.00
C -1.10514 1.99822 5.89673 0.0168 0.0067 -0.0041 0.00
C -1.71585 2.33735 7.10557 0.0004 -0.0046 0.0032 0.00
C -1.61812 3.62086 7.61685 0.0008 0.0020 -0.0006 0.00
C -0.89512 4.58977 6.93367 -0.0009 -0.0011 -0.0007 0.00
C -0.26314 4.25964 5.74375 -0.0024 -0.0031 0.0025 0.00
C -0.36184 2.97454 5.23141 0.0028 0.0070 -0.0012 0.00
H 0.55907 2.90348 0.47216 -0.0087 0.0223 0.0355 0.00
H 1.10842 5.25416 -2.02347 0.0007 0.0026 -0.0010 0.00
H -0.43291 5.48170 -3.96027 -0.0019 -0.0033 -0.0031 0.00
H -2.32002 3.88815 -4.22402 -0.0006 0.0012 -0.0003 0.00
H -2.60561 2.05712 -2.57218 -0.0104 -0.0280 -0.0011 0.00
H -0.05109 0.88639 -0.44785 0.0054 -0.0041 -0.0535 0.03
H -1.95924 2.53864 1.00331 -0.0144 0.0095 -0.0191 0.00
H -2.08563 2.15896 3.20117 0.0213 0.0128 0.0164 0.00
H -1.23819 -0.17038 6.12571 -0.0089 -0.0019 -0.0032 0.00
H -2.28043 1.58309 7.64108 -0.0002 -0.0003 -0.0010 0.00
H -2.10676 3.86611 8.55137 -0.0002 0.0007 -0.0003 0.00
H -0.81594 5.59292 7.33248 -0.0007 -0.0002 0.0008 0.00
H 0.31944 5.00180 5.21308 -0.0009 0.0025 0.0015 0.00
H 0.16148 2.71764 4.31960 -0.0021 -0.0004 0.0000 0.00
C -2.02047 -3.21425 -0.09371 0.0813 0.0392 0.0316 0.01
C -0.78073 -3.72907 -0.65353 -0.0281 0.0368 0.0602 0.08
C 0.26484 -4.22655 0.15961 0.0257 0.0135 -0.0233 0.02
C 1.43388 -4.75873 -0.39563 0.0004 0.0158 0.0252 0.00
C 1.63226 -4.74981 -1.75857 0.0206 0.0077 -0.0172 0.02
C 0.62016 -4.23209 -2.58339 -0.0116 0.0087 0.0199 0.04
C -0.54911 -3.74639 -2.04936 -0.0166 -0.0201 -0.0347 0.00
H -2.15540 -3.50078 0.95124 -0.0446 -0.0078 -0.0148 0.00
H -2.89622 -3.48888 -0.68769 0.0159 0.0328 -0.0338 0.00
H 0.09586 -4.31231 1.22645 0.0098 0.0255 0.0077 0.01
H 2.19007 -5.16922 0.26410 0.0049 0.0085 0.0030 0.00
H 2.54045 -5.15303 -2.18884 0.0123 0.0031 -0.0069 0.00
H 0.74821 -4.23083 -3.66032 0.0187 -0.0034 0.0043 0.00
H -1.33464 -3.38529 -2.70420 -0.0029 0.0170 -0.0100 0.00
F 6.15901 -2.53190 -2.60914 0.0012 0.0051 -0.0025 0.00
C 5.10431 -2.29826 -1.82565 -0.0092 -0.0168 0.0335 0.05
C 4.09002 -1.46181 -2.25246 -0.0041 -0.0023 -0.0058 -0.02
F 4.16587 -0.88349 -3.45735 0.0166 -0.0057 0.0200 0.00
C 3.00285 -1.23330 -1.42991 -0.0189 0.0444 -0.0628 0.01
F 2.06918 -0.39656 -1.88308 -0.0529 0.0035 -0.0264 0.01
C 2.87254 -1.82535 -0.17948 0.0135 -0.0993 0.1316 -0.02
Se 1.31944 -1.61589 0.87274 -0.0565 0.0825 -0.1061 0.71
C 3.92366 -2.64632 0.22529 -0.0154 -0.0128 -0.0115 0.04
F 3.89288 -3.24824 1.41578 0.0076 -0.0230 -0.0153 0.00
C 5.02253 -2.88915 -0.57600 -0.0114 0.0122 -0.0361 -0.01
F 6.00632 -3.69656 -0.16303 0.0128 -0.0056 0.0023 0.00
S -4.06268 -1.65249 -4.05101 0.0162 0.0289 0.0544 0.00
C -2.43478 -1.37830 -4.24688 -0.0532 0.0188 0.0484 0.00
N -1.76554 -0.54525 -3.37139 -0.0229 -0.0238 -0.0737 0.00
C -0.46659 -0.24489 -3.48814 0.0597 -0.0018 0.0444 0.00
C 0.27422 -0.78738 -4.49384 0.0207 0.0547 0.0091 0.00
C -0.42181 -1.66184 -5.34342 -0.0621 -0.0535 -0.0108 0.00
N -1.69489 -1.95016 -5.24510 0.0621 -0.0099 -0.0379 0.00
H -2.25163 -0.16044 -2.54797 0.0373 -0.0153 -0.0809 0.00
H -0.07665 0.43488 -2.74680 0.0297 -0.0203 0.0496 0.00
H 1.32576 -0.57182 -4.60539 -0.0349 -0.0162 0.0027 0.00
H 0.10991 -2.15926 -6.15129 -0.0023 0.0075 -0.0090 0.00
```
Positions in Å, forces in eV/Å.

Its spin multiplicity is 2. Its charge is -1. The calculation puts the HOMO-LUMO gap (spin up / spin down) at 6.589 / 4.839 eV. The expectation value of S² is 0.76. As for the HOMO energy (spin up / spin down): -4.5 / -4.4 eV.


Number 1: maximum force 0.0309 Eh/bohr. Number 2: maximum force 0.0248 Eh/bohr. Number 3: maximum force 0.0038 Eh/bohr.